{"formula": "C10H10N2", "method": "ωB97M-V/def2-TZVPD", "species": ["N", "N", "C", "C", "C", "C", "C", "C", "C", "C", "C", "C", "H", "H", "H", "H", "H", "H", "H", "H", "H", "H"], "xyz": [[3.10904, 0.04671, -0.12458], [-3.42507, 0.38143, -0.06273], [-2.46879, 1.27771, 0.18772], [-0.74611, -0.36134, 0.10226], [0.62368, -0.53138, 0.11938], [1.66692, 0.45362, 0.05064], [-0.21756, 2.08728, 0.02899], [-1.76163, -1.35364, -0.09176], [1.26437, 1.77397, 0.09008], [-3.04846, -0.89048, -0.02284], [1.36081, -1.91436, 0.39645], [-1.11169, 1.01681, 0.20579], [-3.84985, -1.55780, -0.40250], [2.79436, -1.80723, -0.31201], [0.22194, -2.86375, -0.60416], [-0.15669, 3.22287, -0.25929], [-2.75483, 2.35364, 0.38103], [1.85247, 2.65293, 0.19457], [1.41077, -1.94751, 1.93707], [3.18006, -0.51821, -1.12396], [-1.55441, -2.44982, -0.35357], [3.61067, 0.92853, -0.33659]], "nbo_charge": [-0.822, -0.423, 0.114, -0.091, -0.020, 0.117, -0.166, -0.234, -0.240, 0.012, -0.606, -0.147, 0.191, 0.270, 0.138, 0.252, 0.188, 0.211, 0.267, 0.372, 0.243, 0.374], "total_energy_ev": -13502.6031, "molar_mass_g_mol": 158.20, "lumo_energy_ev": -0.268, "spin_multiplicity": 1, "e_homo_ev": -7.93, "de_lowest_kcal_mol": 242.0}

***

{"formula": "C19H11F3N4", "method": "ωB97M-V/def2-TZVPD", "species": ["F", "F", "F", "N", "N", "N", "N", "C", "C", "C", "C", "C", "C", "C", "C", "C", "C", "C", "C", "C", "C", "C", "C", "C", "C", "C", "H", "H", "H", "H", "H", "H", "H", "H", "H", "H", "H"], "xyz": [[-4.33903, -0.02341, -1.16443], [-2.39469, -1.07340, -1.20556], [-3.41747, -0.66705, 0.77121], [-0.73584, -4.16902, 0.50245], [1.89187, 3.27101, 0.31228], [0.58107, -3.20493, -1.82119], [-1.09653, 1.09074, 0.02727], [-0.65330, -4.89699, -0.60439], [0.00135, -4.42154, -1.74192], [3.26445, 0.86631, 0.64192], [-0.15644, -2.21903, 1.67069], [3.95553, 2.11383, 0.60580], [-2.99749, 2.32839, -0.55448], [1.17801, 2.12525, 0.39118], [0.51333, -0.97004, 1.72215], [-3.16768, -0.19926, -0.49345], [1.19941, -0.48187, 0.59515], [-0.32739, 2.19869, 0.10334], [-0.96217, 3.44414, -0.09888], [3.20750, 3.27752, 0.49236], [1.21148, -1.24504, -0.57782], [0.53671, -2.47116, -0.69122], [-2.39799, 1.11928, -0.35089], [1.85386, 0.86409, 0.58512], [-0.12514, -2.95619, 0.47297], [-2.29315, 3.52623, -0.41122], [-0.71086, -2.66639, 2.48542], [5.01688, 2.14522, 0.71940], [-0.40743, 4.39605, -0.06825], [-4.03192, 2.34820, -0.85674], [-2.76335, 4.50325, -0.57819], [0.06332, -5.08763, -2.61771], [0.49466, -0.32954, 2.58020], [-1.15818, -5.88733, -0.64996], [3.79500, -0.09194, 0.74903], [3.66857, 4.25952, 0.50355], [1.70305, -0.81598, -1.44519]], "nbo_charge": [-0.318, -0.314, -0.317, -0.354, -0.419, -0.375, -0.401, -0.010, -0.004, -0.147, -0.165, -0.241, -0.211, 0.181, -0.186, 0.969, -0.018, 0.177, -0.199, 0.032, -0.198, 0.174, 0.087, -0.058, 0.078, -0.181, 0.233, 0.222, 0.241, 0.227, 0.228, 0.198, 0.217, 0.201, 0.230, 0.199, 0.222], "smiles": "FC(F)(F)c1cccc(-c2ncccc2-c2ccc3nccnc3c2)n1", "total_energy_ev": -33994.4236, "molar_mass_g_mol": 352.32, "lumo_energy_ev": -0.320, "spin_multiplicity": 1, "e_homo_ev": -8.72}

***

{"formula": "C31H50N13O", "method": "ωB97M-V/def2-TZVPD", "species": ["O", "N", "N", "N", "N", "N", "N", "N", "N", "N", "N", "N", "N", "N", "C", "C", "C", "C", "C", "C", "C", "C", "C", "C", "C", "C", "C", "C", "C", "C", "C", "C", "C", "C", "C", "C", "C", "C", "C", "C", "C", "C", "C", "C", "C", "H", "H", "H", "H", "H", "H", "H", "H", "H", "H", "H", "H", "H", "H", "H", "H", "H", "H", "H", "H", "H", "H", "H", "H", "H", "H", "H", "H", "H", "H", "H", "H", "H", "H", "H", "H", "H", "H", "H", "H", "H", "H", "H", "H", "H", "H", "H", "H", "H", "H"], "xyz": [[3.74831, -2.54828, -1.49665], [-4.76011, -2.81660, -2.52921], [2.21021, -6.06772, -0.29427], [-2.91755, 0.31356, -6.88848], [-1.80219, 1.28649, 0.28290], [1.51397, -4.92509, 4.09867], [-2.53434, 3.56399, -2.75560], [-1.73281, 8.80275, 4.16349], [-6.42322, -5.62763, 0.13483], [1.48341, 4.33445, 5.66238], [-0.85644, 5.72782, -0.35289], [3.67801, 2.58260, 1.66255], [5.50249, -3.27118, 2.24503], [-3.03992, -2.35542, -1.41458], [-1.34999, 8.23730, -0.93242], [-0.76802, -1.25451, -1.81307], [-3.60678, -2.12720, -2.59543], [0.44166, -3.39139, 2.26824], [3.61370, -5.91383, 1.91070], [0.48859, 4.58697, 5.14884], [4.29558, 2.69645, 2.62645], [-0.43013, 8.87980, 6.43649], [-2.61263, 2.62173, -3.40727], [-2.71294, 1.41272, -4.24059], [-1.16225, 8.83888, 5.16024], [-0.45095, 0.13540, -7.75644], [-4.93960, -3.48836, -1.33827], [-3.79934, -3.17395, -0.58887], [2.82148, -6.00013, 0.67806], [-5.82169, -6.56006, -0.16715], [1.04349, -4.25063, 3.29683], [1.83902, -1.08913, -1.77718], [-5.05718, -7.75549, -0.55364], [-1.83497, 0.23540, -7.26789], [5.08666, 2.84205, 3.85756], [-1.77728, -1.87346, -0.81547], [0.51889, -0.88224, -0.98025], [-1.33103, 2.33041, 0.40059], [5.22884, -2.20447, 1.91907], [-0.78547, 4.91038, 4.49152], [-0.73332, 3.68190, 0.53552], [4.87820, -0.84231, 1.49107], [2.32929, -2.56800, -1.68795], [-1.07338, 6.83055, -0.60927], [4.34908, -3.79172, -1.87063], [4.25687, -0.36415, 2.24691], [-1.04229, 9.35994, 7.19805], [5.78312, -0.25347, 1.35056], [3.61893, -4.53288, -2.24871], [-2.29627, 1.60310, -5.21923], [2.10843, -3.06607, -2.65346], [-0.18973, 7.86744, 6.75859], [-3.18365, -1.51675, -3.39283], [-3.75639, 1.12258, -4.35015], [2.64661, -0.44650, -1.37790], [-0.62917, 5.03761, 3.42153], [-1.85992, 8.30148, -1.89240], [-1.27224, -2.66051, -0.22249], [-3.55024, -3.49918, 0.42058], [4.87733, -4.21888, -0.98992], [-5.59585, -8.65158, -0.25005], [-4.91801, -7.77199, -1.63349], [-4.08253, -7.74394, -0.06822], [-0.03765, 3.68984, 1.37841], [-5.80892, -4.10045, -1.04584], [0.55649, -1.49724, -0.05290], [4.49152, 3.34265, 4.61976], [-0.31986, 0.77598, -8.62688], [0.49348, 9.44296, 6.31450], [-5.45217, -2.84393, -3.27042], [1.89878, -3.11001, -0.81554], [4.32953, -0.88106, 0.55056], [4.52075, -5.34235, 1.72216], [-1.50079, 4.10537, 4.65307], [3.03198, -5.41442, 2.68673], [5.38463, 1.86031, 4.22406], [-0.23131, -0.89390, -8.03519], [3.88454, -6.91120, 2.25470], [0.43587, 0.17006, -0.66107], [-2.16172, 0.59871, -3.77105], [-1.98233, 8.67649, -0.16198], [-1.20131, -0.28872, -2.14495], [-2.03362, -1.06126, -0.07902], [-1.50493, 4.39892, 0.71328], [-0.41552, 8.79338, -0.98650], [5.97889, 3.43277, 3.65535], [0.95994, -2.43355, 2.23679], [-1.19159, 5.83370, 4.90196], [-0.20341, 3.92738, -0.36062], [0.52201, -3.87408, 1.29296], [0.24094, 0.44912, -6.97576], [-0.53853, -1.89233, -2.68714], [-0.60945, -3.22042, 2.49911], [1.66835, -0.76593, -2.82314], [5.12302, -3.60579, -2.64029]], "lowdin_charge": [-0.220, 0.090, 0.122, 0.135, 0.133, 0.153, 0.141, 0.120, 0.132, 0.120, 0.106, 0.119, 0.143, -0.046, -0.044, -0.168, -0.005, -0.066, -0.070, -0.276, -0.285, -0.062, -0.256, -0.092, -0.286, -0.050, -0.014, 0.015, -0.273, -0.242, -0.259, -0.152, -0.048, -0.254, -0.059, -0.134, -0.189, -0.224, -0.247, -0.056, -0.134, -0.062, -0.224, -0.160, -0.108, 0.066, 0.084, 0.086, 0.074, 0.033, 0.121, 0.075, 0.155, 0.079, 0.111, 0.066, 0.086, 0.118, 0.143, 0.082, 0.090, 0.085, 0.086, 0.083, 0.077, 0.087, 0.075, 0.089, 0.084, 0.178, 0.107, 0.060, 0.036, 0.086, 0.018, 0.080, 0.086, 0.090, 0.093, 0.040, 0.087, 0.084, 0.111, 0.040, 0.085, 0.084, 0.081, 0.060, 0.048, 0.058, 0.083, 0.121, 0.080, 0.113, 0.089], "total_energy_ev": -54365.7224, "molar_mass_g_mol": 620.83, "lumo_energy_ev": -2.219, "spin_multiplicity": 1, "e_homo_ev": -11.48, "total_charge": 1}

***

{"formula": "C39H31Cl3N6O6SSn", "method": "ωB97M-V/def2-TZVPD", "species": ["Sn", "Cl", "Cl", "Cl", "S", "O", "O", "O", "O", "O", "O", "N", "N", "N", "N", "N", "N", "C", "C", "C", "C", "C", "C", "C", "C", "C", "C", "C", "C", "C", "C", "C", "C", "C", "C", "C", "C", "C", "C", "C", "C", "C", "C", "C", "C", "C", "C", "C", "C", "C", "C", "C", "C", "C", "C", "C", "H", "H", "H", "H", "H", "H", "H", "H", "H", "H", "H", "H", "H", "H", "H", "H", "H", "H", "H", "H", "H", "H", "H", "H", "H", "H", "H", "H", "H", "H", "H"], "xyz": [[0.24604, -0.33962, 0.82208], [6.90604, -4.06840, -4.42052], [4.94050, -1.94712, -0.83542], [3.75956, -0.18701, -5.74335], [8.29608, -2.72117, -2.16297], [6.29953, 3.66220, -0.04827], [1.79599, 2.42425, 0.65178], [3.42164, -0.00591, 0.94513], [6.25360, 0.82910, 0.84524], [3.50175, 4.26973, -0.92911], [4.90375, -5.82219, -2.59038], [2.19085, -4.46639, -0.56528], [0.62075, 0.45324, -1.41415], [-1.79727, -1.52216, 0.56972], [-0.73984, 1.36949, 2.64074], [-1.63554, 1.13058, -0.04384], [1.10536, -2.68447, 0.13710], [-0.00093, 1.71282, 3.69411], [-2.78824, -1.02361, -0.18116], [-1.64309, 2.23627, 2.17775], [1.97197, 0.50758, -3.37896], [1.36380, 1.69512, -3.76514], [-3.99939, -1.67744, -0.31296], [6.17791, -6.14104, -2.02975], [-4.18664, -2.88376, 0.34704], [-2.46804, 1.72934, 1.02568], [7.56832, -4.54503, -0.54216], [2.86024, -5.38589, -1.47913], [4.21132, -4.81537, -1.89926], [-0.14276, 2.92887, 4.34272], [4.34338, -1.26768, -3.35166], [1.56012, -3.39093, 1.22920], [1.58010, -0.07738, -2.19170], [3.49814, -2.78487, -5.02483], [4.05384, -3.61730, -2.81200], [2.95843, 2.31544, 0.40460], [0.03991, 1.60457, -1.77936], [5.31760, 1.51510, 0.60627], [-1.83945, 3.48086, 2.74921], [3.87412, 3.38374, -0.22945], [-1.07648, 3.82941, 3.85678], [0.38881, 2.25191, -2.95287], [3.87600, -1.51022, -4.63084], [4.40460, -2.32141, -2.44925], [-0.99462, 2.17999, -0.84574], [-2.48302, 0.26941, -0.88935], [5.33922, 2.97407, 0.06968], [3.60702, -3.82165, -4.11663], [3.83356, 1.08793, 0.73695], [7.35105, -4.01584, -2.76655], [8.27414, -3.38622, -0.58808], [2.23236, -4.49676, 0.80661], [7.02267, -4.92453, -1.80343], [-1.97816, -2.68553, 1.20733], [1.50273, -3.36701, -0.92135], [-3.15818, -3.39677, 1.12389], [2.21798, -5.55422, -2.34206], [-3.26534, -4.32977, 1.65973], [-3.09446, 2.52595, 0.61180], [-5.12734, -3.41282, 0.26131], [6.05513, -6.67562, -1.08286], [3.15549, -2.96215, -6.03574], [-1.14535, -3.05028, 1.79829], [-1.94710, 0.04209, -1.81289], [6.63108, -6.82054, -2.74845], [3.37172, -4.83149, -4.43359], [-0.10258, 3.17798, -3.22373], [-4.78392, -1.24465, -0.92048], [8.78964, -2.88701, 0.21834], [-2.57741, 4.16128, 2.34327], [1.31039, -3.11881, -1.95607], [1.64632, 2.17971, -4.69178], [-0.50703, 2.88056, -0.16354], [2.72867, 0.03842, -3.99446], [4.74998, -4.50514, -1.00304], [0.72890, 0.98331, 4.02962], [3.01044, -6.34097, -0.97961], [-3.40839, 0.78290, -1.16982], [-3.13567, 0.95095, 1.40153], [2.04844, -0.98792, -1.83170], [1.40460, -3.05298, 2.24372], [-1.21088, 4.79281, 4.33183], [4.68432, -0.28065, -3.06271], [2.73387, -5.28333, 1.34747], [7.44064, -5.13045, 0.36044], [-1.73603, 2.74565, -1.42206], [0.46595, 3.16074, 5.20592]], "lowdin_charge": [1.429, 0.748, 0.813, 0.785, 1.011, 0.245, 0.134, 0.085, 0.225, 0.229, -0.101, -0.045, -0.023, -0.028, -0.009, -0.238, -0.067, -0.130, -0.259, -0.283, -0.060, 0.006, 0.015, -0.125, -0.006, -0.102, -0.149, -0.031, -0.315, -0.030, -0.156, -0.163, -0.091, -0.067, -0.217, -0.204, -0.272, -0.212, 0.007, -0.205, -0.021, 0.022, -0.648, -0.568, -0.118, -0.112, -0.203, -0.028, -0.230, -0.959, -0.407, -0.024, -0.338, -0.106, -0.157, -0.015, 0.142, 0.124, 0.141, 0.129, 0.134, 0.121, 0.104, 0.138, 0.140, 0.138, 0.134, 0.131, 0.077, 0.126, 0.143, 0.127, 0.131, -0.033, 0.117, 0.116, 0.147, 0.146, 0.141, 0.084, 0.102, 0.124, 0.121, 0.137, 0.120, 0.147, 0.118], "total_energy_ev": -116391.2220, "molar_mass_g_mol": 936.85, "lumo_energy_ev": -7.918, "spin_multiplicity": 1, "e_homo_ev": -12.40, "total_charge": 2, "de_lowest_kcal_mol": 10.6}